Entry 1:
DFT (the ωB97M-V functional and the def2-TZVPD basis) results for a single C3H4N2OS2 molecule.

Each line ends with the Mulliken charge.
CARTESIAN COORDINATES (ANGSTROEM)
S -2.573 -0.471 0.169  -0.19
H 2.339 0.983 1.598  0.20
H -1.345 2.057 0.693  0.32
O -0.007 1.966 -0.861  -0.42
N 2.815 -0.471 -0.412  -0.49
S 0.259 -1.143 -0.314  -0.17
H 2.693 -0.613 -1.405  0.22
N 1.518 0.483 1.372  -0.62
C -1.033 -0.016 0.016  0.24
H 3.627 0.062 -0.164  0.22
C -0.737 1.479 -0.041  0.00
C 1.673 -0.208 0.322  0.70

Values from the calculation:
SMILES string ... [H]/N=C(\N)SC(=S)C=O
HOMO energy ... -9.17 eV
LUMO level ... -0.0387 Ha

***

Entry 2:
DFT (the ωB97M-V functional and the def2-TZVPD basis) results for a 4-piece molecular cluster, C13H22O7 overall.

Each line ends with the Mulliken charge.
CARTESIAN COORDINATES (ANGSTROEM)
O 1.453 -0.513 -5.913  -0.36
C 1.898 -2.638 -5.176  -0.48
H -2.528 10.144 1.138  0.22
H 2.328 -3.090 -4.283  0.29
O -2.243 2.359 1.313  -0.33
H -3.518 0.398 -0.618  0.30
O 0.791 -3.667 4.151  -0.35
C 2.612 -1.308 -5.574  -0.34
C 2.792 -4.527 4.860  -0.53
H 3.320 -1.399 -6.398  0.27
O -0.779 -0.485 -5.812  -0.59
C -2.670 9.988 2.208  -0.46
C 0.470 -2.329 -4.874  -0.21
H -1.962 -0.307 -0.342  0.26
H -1.983 0.565 1.899  0.25
O -1.972 4.005 -0.238  -0.56
O -2.216 8.716 2.519  -0.50
C 2.452 -5.333 3.625  -0.34
C -2.676 1.063 1.221  -0.34
H 2.434 -6.417 3.736  0.27
C 2.031 -3.229 4.656  -0.35
H 3.228 -0.834 -4.810  0.23
C -2.530 0.614 -0.211  -0.47
O 0.228 -5.202 2.558  -0.57
H 3.851 -4.271 4.850  0.29
H -2.405 8.152 1.766  0.32
C 0.260 -1.065 -5.594  0.43
H 2.463 -2.632 3.853  0.26
H 2.650 -5.031 5.816  0.29
H 3.171 -5.049 2.857  0.24
H -2.217 10.778 2.807  0.20
H -3.691 0.883 1.575  0.24
C -1.736 1.661 -0.966  -0.37
C -1.970 2.817 0.047  0.54
H -0.728 1.272 -1.110  0.23
H -3.714 9.938 2.517  0.21
H 2.103 -3.333 -5.990  0.28
C 1.044 -4.855 3.418  0.49
H 0.243 -2.010 -3.857  0.22
H -0.145 -3.164 -5.212  0.27
H -2.097 1.939 -1.956  0.26
H 1.957 -2.603 5.545  0.30

Values from the calculation:
SMILES string ... O=C1CCCO1.O=C1CCCO1.O=C1CCCO1.CO
HOMO energy ... -9.87 eV
LUMO level ... 0.0119 Ha

***

Entry 3:
DFT (the ωB97M-V functional and the def2-TZVPD basis) results for C25H26Cl2N9PRuS as an isolated structure.

Each line ends with the Mulliken charge.
CARTESIAN COORDINATES (ANGSTROEM)
C 12.647 11.698 18.258  -0.06
C 8.656 9.108 13.971  -0.97
C 9.740 10.031 14.045  0.12
C 10.596 10.518 12.956  0.86
N 11.567 13.043 15.979  0.97
N 15.924 11.931 16.108  0.16
H 13.415 12.974 20.672  0.30
H 17.870 12.297 16.709  0.40
H 13.443 15.921 18.076  0.34
C 12.631 11.212 8.322  -0.48
H 12.320 6.510 14.983  0.27
H 10.639 16.210 15.725  0.48
H 16.708 13.454 17.211  0.38
H 13.897 16.275 16.416  0.34
H 13.276 11.333 7.451  0.41
N 13.939 11.092 15.513  0.52
C 10.612 13.964 15.532  -0.90
H 12.001 9.507 20.587  0.41
H 6.823 8.360 14.793  0.51
C 11.448 10.519 8.160  -0.52
Cl 11.755 5.746 17.056  -0.13
N 10.326 10.151 11.687  -0.09
C 14.574 11.944 16.344  -0.01
H 11.283 8.785 17.952  0.41
H 12.400 17.038 17.020  0.28
H 9.765 13.579 14.980  0.60
C 10.586 10.261 9.222  -0.44
C 13.078 11.621 9.575  -0.48
C 11.062 10.605 10.512  0.45
H 9.068 11.299 17.057  0.39
N 12.208 15.063 16.544  0.13
C 8.985 10.558 16.255  -0.35
N 12.162 10.714 17.520  0.57
H 14.077 12.026 9.730  0.44
H 10.923 7.499 15.584  -0.43
H 9.659 9.427 11.567  0.17
N 12.431 11.393 19.618  0.22
Cl 10.216 5.518 14.502  -0.15
N 9.962 10.595 15.269  0.60
H 17.052 10.991 14.434  0.36
C 14.913 10.459 14.757  -0.57
H 8.586 8.591 13.037  0.43
H 9.521 10.002 9.017  0.42
C 12.544 12.266 20.742  -0.74
C 13.055 16.133 17.066  -0.76
C 16.155 10.980 15.082  -0.55
C 7.646 9.052 14.915  -0.52
H 7.021 9.766 16.862  0.46
C 11.042 15.243 15.879  -0.59
H 16.812 11.886 18.074  0.32
Ru 11.920 10.949 15.519  0.31
C 11.956 10.112 19.641  -0.36
H 12.684 11.693 21.658  0.33
C 16.879 12.386 17.083  -0.96
N 11.670 11.147 13.377  0.12
H 11.298 10.150 7.164  0.43
P 13.771 12.926 17.580  -0.37
C 11.386 6.502 15.493  0.41
C 11.692 9.717 18.352  -0.82
C 12.456 13.715 16.682  -0.16
H 11.635 12.859 20.868  0.34
S 12.593 12.100 12.289  -0.15
C 7.786 9.833 16.104  -0.91
H 14.634 9.671 13.977  0.41
C 12.204 11.428 10.739  0.38

Values from the calculation:
Charge ... +3
HOMO energy (spin up / spin down) ... -13.88 / -15.98 eV
Multiplicity ... 6
LUMO level (spin up / spin down) ... -0.3021 / -0.4463 Ha

***

Entry 4:
DFT (the ωB97M-V functional and the def2-TZVPD basis) results for C21H18N4O2PdS as an isolated structure.

Each line ends with the Mulliken charge.
CARTESIAN COORDINATES (ANGSTROEM)
C -4.293 -1.268 0.737  -0.13
O 1.483 0.771 0.605  -0.46
H 2.916 1.804 -4.056  0.35
H -4.598 -0.684 -0.121  0.45
C -4.846 -2.528 2.710  -0.38
H 1.691 -1.319 -2.491  0.46
H 5.030 2.743 -1.451  0.28
C -5.241 -1.803 1.594  -0.70
C 4.526 2.428 -0.548  -0.85
H -1.819 -3.673 -0.038  0.48
H 3.748 3.102 -3.187  0.42
S -0.970 3.006 -0.898  -0.46
H -0.131 -5.015 -1.284  0.43
C 0.940 -1.896 -1.968  -0.24
C 3.280 1.652 1.808  -0.79
N -1.757 0.341 -0.170  0.69
H 2.775 1.346 2.716  0.40
C 2.577 1.377 0.571  0.52
H 4.983 2.421 2.790  0.36
C -1.024 -3.193 -0.590  -0.57
H 4.432 1.478 -3.181  0.39
C 0.923 -3.282 -1.981  -0.77
O 1.493 1.343 -2.263  -0.59
H -3.182 -3.276 3.841  0.39
N 0.030 -1.192 -1.310  -0.07
C 3.498 2.041 -3.170  -1.68
C 5.153 2.640 0.637  -0.85
C 2.664 1.703 -1.949  1.36
C -2.283 2.481 0.092  0.65
N -3.075 3.434 0.639  -0.42
H 1.676 -3.827 -2.532  0.40
C -2.546 -2.196 2.104  -0.06
H -2.732 4.378 0.649  0.21
C -0.937 -1.811 -0.612  0.78
H -3.698 3.151 1.376  0.24
C 3.231 1.828 -0.648  0.42
C -0.079 -3.934 -1.286  -0.51
H 6.128 3.106 0.669  0.38
H -6.293 -1.646 1.393  0.38
C -3.497 -2.721 2.967  -0.73
H -1.491 -2.335 2.310  0.51
C -1.902 -0.920 0.076  -0.01
Pd -0.155 0.870 -1.152  0.63
C 4.498 2.245 1.837  -0.32
N -2.605 1.238 0.397  -1.20
C -2.938 -1.468 0.984  -0.23
H -5.590 -2.938 3.381  0.40

Values from the calculation:
HOMO energy ... -7.03 eV
LUMO level ... -0.0223 Ha

***

Entry 5:
DFT (the ωB97M-V functional and the def2-TZVPD basis) results for a 2-piece molecular cluster, C5H12N2O overall.

Each line ends with the Mulliken charge.
CARTESIAN COORDINATES (ANGSTROEM)
H -2.116 -1.240 -1.209  0.29
H -1.952 -1.701 2.973  0.28
N 2.245 1.345 0.481  -0.46
C -0.367 -1.565 0.046  0.34
C -1.231 -1.874 -1.157  -1.26
C -1.472 -1.332 2.069  -0.21
O 2.210 1.492 -1.781  -0.60
H -0.218 -0.488 0.192  -0.21
H 0.611 -2.014 -0.127  0.29
C 0.419 2.553 -0.606  -0.91
H -0.413 1.927 -0.925  0.23
H 0.236 2.925 0.400  0.31
H 0.485 3.385 -1.301  0.32
C 1.694 1.745 -0.717  0.64
H 1.607 1.273 1.259  0.24
H 2.895 0.574 0.413  0.26
H -1.445 -0.240 1.942  0.19
H -1.556 -2.911 -1.124  0.39
H -0.666 -1.719 -2.077  0.34
N -0.968 -2.134 1.251  -0.46

Values from the calculation:
SMILES string ... CC(N)=O.C=NCC
HOMO energy ... -9.92 eV
LUMO level ... 0.0248 Ha

***

Entry 6:
DFT (the ωB97M-V functional and the def2-TZVPD basis) results for C37H30BrN9STeTl as an isolated structure.

Each line ends with the Mulliken charge.
CARTESIAN COORDINATES (ANGSTROEM)
C 2.461 1.222 3.524  -0.17
C -3.292 -0.759 0.669  0.63
C -5.287 -1.925 2.334  -0.71
C -0.092 -3.190 -1.982  -0.01
H 1.736 -5.202 -1.852  0.50
H 1.796 -2.229 1.942  0.15
C 1.790 -2.892 1.085  -0.25
H 3.023 -0.847 3.610  0.30
C -4.686 -0.649 0.371  0.91
C 4.408 1.616 5.474  -0.43
H 1.459 4.311 -7.584  0.41
C -5.111 0.077 -0.767  -1.02
C 0.032 1.514 2.794  -0.10
H -6.700 -1.157 0.945  0.41
H -2.126 1.054 -1.972  0.30
H 3.396 -4.152 1.771  0.41
C 1.403 1.024 2.499  0.41
N 2.660 -4.781 -0.051  -0.59
C -4.211 0.684 -1.585  -1.12
N -1.349 -3.424 -3.613  0.10
C -2.376 -0.133 -0.224  0.59
C 1.765 -4.536 -0.998  -0.42
H 4.755 -0.690 -1.357  0.21
C -1.674 2.199 4.317  -0.71
N 1.629 0.493 1.346  1.11
H -3.622 -2.564 3.560  0.47
C 3.165 -0.192 -0.170  0.70
H -1.555 4.681 -2.581  0.57
H -4.540 1.251 -2.447  0.50
C 2.670 -3.958 0.992  -0.43
C 2.700 2.496 4.031  0.01
H -6.174 0.146 -0.969  0.40
C 0.909 4.184 -6.661  -0.57
Br -1.183 -1.687 2.427  -0.04
N 2.911 0.178 1.058  -1.26
H 2.445 3.014 -5.729  0.45
C 3.678 2.694 4.995  -0.86
H 5.168 1.768 6.229  0.41
Tl -0.176 -0.148 -0.160  0.67
C -0.387 1.736 4.100  -0.69
N 4.454 -0.514 -0.416  -0.46
C -1.609 -2.228 -3.073  -0.51
C -0.352 4.753 -6.515  -0.57
Te 0.131 2.837 -1.575  0.26
C 3.203 0.146 4.003  0.19
H 2.129 3.338 3.657  0.52
C 4.163 0.340 4.981  -0.92
C -1.239 3.718 -2.976  -1.07
H -2.361 -1.547 -3.440  0.52
H -0.787 5.323 -7.325  0.40
C -5.654 -1.250 1.213  -1.14
N 0.909 -2.632 0.126  0.39
H -2.608 2.340 1.081  0.36
C -3.923 -2.034 2.667  -0.72
C -0.490 3.875 -4.275  0.46
C -2.830 0.570 -1.305  -0.48
H 3.866 3.690 5.375  0.41
H 4.726 -0.504 5.358  0.44
H -6.028 -2.376 2.981  0.42
C -1.046 4.599 -5.328  -0.66
N -0.820 -2.040 -2.038  0.23
H 2.379 2.793 -3.061  0.52
C -1.997 2.180 1.963  -0.16
C 0.889 -3.458 -0.918  0.31
H -2.024 5.052 -5.212  0.44
H -2.124 3.090 -3.084  0.38
C -2.980 -1.475 1.861  0.85
S 2.076 -0.338 -1.508  -0.50
H 5.137 -0.318 0.297  0.25
H 1.363 1.431 -3.519  0.39
H -1.778 -3.871 -4.406  0.20
C -2.495 2.441 3.229  -0.95
N -0.767 1.722 1.749  0.22
C 1.360 2.494 -3.297  -0.92
H -2.029 2.369 5.325  0.47
H 0.279 1.528 4.926  0.57
H -3.503 2.814 3.354  0.49
N -0.383 -4.057 -2.925  -0.70
C 0.767 3.301 -4.422  0.55
C 1.463 3.460 -5.619  -0.73

Values from the calculation:
Charge ... +1
HOMO energy ... -10.33 eV
LUMO level ... -0.1016 Ha